Entry 1:
Computed, not measured: 3 unconnected molecules or ions with the total composition C17H24BClN5O6, with ωB97M-V with the def2-TZVPD basis set.

Properties
total charge = +1
ΔE to the lowest compared entry with this formula, charge and spin = 1.717 eV
highest occupied orbital energy = -12.5 eV

Each line ends with the Löwdin charge.
Element x y z (Å)
H1 -3.719 -1.161 2.356  0.094
H2 -4.766 -1.465 0.906  0.095
H3 2.309 1.777 -5.803  0.113
H4 0.732 1.675 3.634  0.130
N1 1.830 -2.489 3.565  -0.345
N2 -2.443 0.563 -0.145  0.009
O1 0.897 1.506 2.685  0.138
C1 4.966 -0.453 3.582  -0.061
H5 -3.850 1.387 2.006  0.071
O2 -2.593 1.146 -8.554  0.088
C2 -4.569 0.682 1.477  -0.116
H6 3.263 -3.179 5.742  0.124
H7 5.458 -2.281 6.400  0.115
C3 -0.726 1.295 -7.221  -0.132
C4 1.270 1.486 -5.902  -0.058
O3 1.333 -2.072 2.525  0.024
H8 -0.150 -0.669 3.462  0.077
C5 -1.210 -0.273 3.545  -0.052
O4 1.320 -3.332 4.275  0.101
O5 -0.790 1.940 -9.426  0.094
C6 3.733 -2.418 5.131  0.007
H9 -1.911 -1.154 3.367  0.102
H10 -2.938 0.647 -1.047  0.139
H11 -1.252 0.096 -4.100  0.087
C7 -3.963 -0.783 1.323  -0.228
H12 5.449 0.311 2.984  0.111
H13 -1.757 -1.196 0.988  0.116
H14 0.316 -0.377 -1.266  0.144
C8 3.729 -0.956 3.199  -0.009
N3 -0.349 0.394 -1.338  0.156
H15 1.126 0.758 -3.886  0.090
C9 0.606 1.678 -7.107  0.014
H16 1.137 2.120 -7.942  0.126
H17 -1.390 0.063 4.617  0.122
C10 -1.051 0.915 -0.280  -0.214
H18 3.256 -0.577 2.301  0.109
B1 -0.365 1.352 2.022  -0.571
N4 -0.360 1.805 0.572  0.303
C11 -2.633 -0.813 0.387  -0.602
H19 -0.458 0.865 -2.264  0.110
H20 -4.909 1.148 0.509  0.076
H21 0.631 1.762 0.286  0.159
C12 -1.405 0.732 -6.146  0.006
N5 -1.423 1.475 -8.497  -0.350
H22 6.556 -0.544 5.024  0.114
O6 -1.507 0.863 2.694  0.003
C13 -0.734 0.541 -4.944  -0.086
H23 -5.494 0.616 2.140  0.091
C14 5.587 -0.933 4.731  -0.057
C15 3.122 -1.940 3.975  -0.147
Cl1 -3.039 -1.973 -0.997  0.591
C16 0.602 0.915 -4.824  -0.093
C17 4.971 -1.911 5.506  -0.053
H24 -2.444 0.437 -6.229  0.124


Entry 2:
Computed, not measured: a molecular structure, C17H24CaCl2O23, with ωB97M-V with the def2-TZVPD basis set.

Properties
total charge = 0
ΔE to the lowest compared entry with this formula, charge and spin = 0.000 eV
highest occupied orbital energy = -8.7 eV

Each line ends with the Löwdin charge.
Element x y z (Å)
H1 -1.267 5.401 -1.836  0.136
H2 -0.166 5.562 0.061  0.152
C1 4.440 0.240 0.875  -0.082
O1 0.701 3.731 -0.279  0.091
C2 -3.368 -5.058 0.514  -0.088
H3 2.604 -2.561 -4.883  0.136
O2 -4.331 1.322 -0.128  -0.351
C3 1.842 5.778 -0.735  -0.028
C4 5.386 2.650 0.405  -0.011
C5 -5.489 -1.568 3.165  -0.084
C6 -2.061 -3.422 -0.307  -0.532
O3 3.000 2.085 0.771  0.110
H4 -4.760 -0.253 4.797  0.136
O4 -0.028 1.738 -1.015  0.052
O5 0.847 -0.795 -1.557  0.094
Cl1 0.535 -2.669 3.098  0.657
O6 -1.923 -4.447 -1.167  0.083
H5 -6.480 -1.125 3.136  0.135
H6 2.429 5.345 -1.541  0.092
O7 -2.521 0.388 -1.313  -0.460
O8 2.869 -0.398 -2.494  0.066
H7 -2.757 -5.528 1.287  0.139
C7 2.889 -2.194 -3.896  -0.088
O9 -1.399 -2.434 -0.349  0.056
O10 -0.343 3.583 -2.222  0.097
C8 0.075 2.918 -1.146  -0.536
H8 2.327 5.799 0.246  0.089
H9 1.771 6.868 -0.842  0.090
H10 3.547 -2.980 -3.520  0.134
O11 3.186 -0.013 1.455  0.103
O12 1.560 -3.652 2.896  -0.344
O13 -3.156 2.621 -1.701  -0.357
C9 3.391 -0.766 -3.764  -0.114
H11 -4.425 -5.221 0.696  0.132
O14 -0.770 -3.291 3.100  -0.358
O15 1.164 0.888 1.361  0.056
H12 0.229 5.528 -2.795  0.132
H13 5.397 3.387 -0.391  0.078
C10 4.245 1.633 0.259  -0.319
O16 -4.698 -0.920 2.135  0.076
H14 -5.578 -2.631 2.944  0.132
H15 5.221 3.155 1.363  0.094
Ca1 -0.659 -0.253 0.277  1.555
H16 -2.463 -6.464 -0.834  0.131
H17 5.264 0.321 1.588  0.135
C11 -3.414 -1.082 2.475  -0.555
O17 0.579 -1.721 1.983  -0.462
H18 -4.601 -1.989 5.150  0.137
C12 -2.884 -5.464 -0.884  -0.094
H19 4.138 1.593 -0.831  0.139
O18 -4.536 0.838 -2.441  -0.329
H20 -3.639 -5.373 -1.664  0.133
O19 -2.490 -0.943 1.736  0.054
C13 2.341 1.016 1.235  -0.519
C14 -4.633 -1.239 4.357  -0.093
C15 -0.282 4.974 -2.010  -0.070
Cl2 -3.660 1.293 -1.405  0.664
C16 0.502 5.102 -0.667  -0.292
C17 1.694 -1.060 -2.346  -0.530
O20 0.749 -1.951 4.321  -0.336
H21 4.476 -0.703 -3.799  0.133
O21 -3.038 -3.670 0.572  0.073
H22 6.334 2.114 0.431  0.085
H23 3.030 -0.136 -4.578  0.137
O22 -3.317 -1.390 3.781  0.077
O23 1.630 -2.079 -3.202  0.095
H24 4.748 -0.428 0.074  0.134


Entry 3:
Computed, not measured: 6 unconnected molecules or ions with the total composition C17H24ClN4O15, with ωB97M-V with the def2-TZVPD basis set.

Properties
total charge = +1
highest occupied orbital energy = -12.2 eV

Each line ends with the Löwdin charge.
Element x y z (Å)
H1 -1.597 -5.739 1.625  0.132
O1 -3.172 -1.901 -3.453  0.161
N1 1.725 3.494 2.716  -0.348
H2 -1.587 -0.175 -2.167  0.113
C1 0.321 7.634 -2.098  -0.099
H3 3.416 0.472 5.435  0.146
H4 -1.188 7.543 -0.525  0.133
H5 5.167 0.960 3.685  0.178
H6 4.284 2.683 2.085  0.163
C2 -6.262 -1.574 -2.064  -0.100
O2 -0.420 -1.317 -0.881  0.060
O3 -1.014 5.821 -1.643  0.064
H7 -6.359 -2.393 -1.350  0.136
O4 0.632 4.291 -1.530  0.107
C3 0.272 5.423 -1.633  -0.601
H8 -1.876 7.633 -2.161  0.136
H9 0.334 7.749 -3.182  0.136
C4 -4.149 -1.577 -2.857  -0.575
C5 0.818 -1.811 -1.033  -0.569
H10 0.796 3.640 3.075  0.126
C6 -0.577 -0.197 -1.770  -0.090
C7 -2.814 -6.139 -0.870  -0.570
C8 -1.051 7.254 -1.568  -0.101
C9 4.387 -1.973 1.159  -0.083
C10 4.390 -1.762 3.420  -0.589
C11 0.477 -0.482 -2.822  -0.080
H11 -2.482 -4.198 1.569  0.129
H12 5.230 -2.599 0.868  0.140
H13 -7.240 -1.323 -2.463  0.135
O5 1.102 6.479 -1.754  0.052
C12 2.545 2.635 3.322  -0.432
H14 -1.570 -3.641 -0.611  0.120
Cl1 2.184 4.260 1.298  0.793
H15 3.137 -3.763 1.373  0.139
H16 4.091 -1.351 0.320  0.132
O6 1.447 -1.246 -2.074  0.071
O7 3.582 -2.788 3.167  0.093
N2 4.263 1.411 3.756  0.113
C13 -2.116 -5.032 0.976  -0.115
C14 -1.274 -4.614 -0.217  -0.116
H17 0.095 -1.110 -3.627  0.140
H18 2.284 -2.238 1.656  0.113
O8 -4.146 -0.722 -1.803  0.036
O9 4.712 -1.351 4.499  0.122
O10 -3.440 -6.869 -1.562  0.175
O11 -5.397 -1.993 -3.126  0.076
H19 -5.758 0.549 -1.990  0.133
O12 4.790 -1.166 2.279  0.029
O13 1.291 -2.658 -0.329  0.119
C15 -5.506 -0.387 -1.490  -0.107
C16 3.233 -2.755 1.759  -0.091
H20 0.745 8.519 -1.634  0.134
O14 -1.602 -5.620 -1.179  0.065
H21 0.939 0.407 -3.239  0.134
H22 -0.207 -4.613 -0.021  0.117
H23 -5.619 -0.270 -0.416  0.131
N3 2.239 1.935 4.419  0.181
C17 3.307 1.195 4.649  -0.082
N4 3.782 2.342 2.890  0.147
H24 -0.379 0.719 -1.211  0.132
O15 -3.214 -5.700 0.352  0.054


Entry 4:
Computed, not measured: a molecular structure, C17H24IN4O4PtS2, with ωB97M-V with the def2-TZVPD basis set.

Properties
total charge = +3
highest occupied orbital energy = -16.9 eV

Each line ends with the Löwdin charge.
Element x y z (Å)
H1 -0.537 -2.843 -6.072  0.126
Pt1 -0.043 -0.440 -0.742  1.121
H2 -2.871 -2.461 -6.765  0.131
H3 2.575 -0.970 4.076  0.118
O1 0.606 2.381 0.641  -0.055
H4 4.838 -1.567 1.166  0.109
H5 0.320 -1.933 -3.941  0.107
H6 3.336 0.473 3.378  0.117
C1 1.065 3.318 0.010  -0.616
C2 -0.597 -5.582 0.062  0.032
C3 4.241 -1.788 2.049  0.026
C4 -2.402 0.187 -1.716  -1.000
H7 0.505 -3.639 -1.999  0.156
C5 2.585 -0.298 3.219  0.045
C6 -2.359 -4.118 1.075  0.048
H8 2.397 3.620 -1.701  0.072
N1 -1.113 -4.217 0.288  -0.081
O2 -1.039 -1.998 -0.006  -0.139
C7 -2.931 -0.839 -3.831  -0.409
C8 -3.406 -1.338 -5.038  -0.037
H9 1.683 5.291 -0.008  0.133
H10 -1.430 -6.271 0.163  0.116
C9 2.174 -1.104 0.974  -0.368
H11 -2.558 -3.087 1.340  0.099
H12 0.155 -5.834 0.809  0.120
S1 -3.810 0.120 -2.654  1.204
O3 1.058 -0.486 0.952  -0.151
I1 1.384 1.282 -2.332  1.275
H13 -3.181 -4.521 0.486  0.121
N2 2.950 -1.073 2.017  -0.083
H14 0.669 3.805 -2.076  0.076
C10 0.763 -3.313 -0.990  -0.039
H15 3.310 -1.254 -0.837  0.152
N3 -1.352 -0.433 -2.228  -0.276
H16 1.428 -4.054 -0.550  0.147
C11 -2.527 -2.062 -5.821  -0.022
H17 -0.194 -5.693 -0.942  0.105
H18 -2.236 -4.716 1.976  0.119
O4 1.453 -2.054 -1.117  -0.264
C12 2.603 -1.859 -0.268  -0.053
C13 -0.714 -1.785 -4.233  -0.026
H19 -4.425 -1.165 -5.359  0.134
S2 -1.880 0.856 -0.199  0.855
H20 4.090 -2.863 2.148  0.114
H21 3.071 -2.816 -0.047  0.146
H22 1.066 4.699 1.491  0.143
C14 -0.517 -3.162 -0.180  -0.329
H23 4.790 -1.442 2.918  0.113
N4 1.313 4.523 0.529  0.209
C15 -1.599 -1.061 -3.436  -0.292
C16 1.396 3.247 -1.490  -0.414
H24 1.610 0.154 3.089  0.097
C17 -1.196 -2.282 -5.424  -0.032